Record 1
Formula: C4H12N2O
Source: the Open Molecules 2025 dataset
Level of theory: ωB97M-V with the def2-TZVPD basis set

Calculated values
HOMO energy (eV): -9.1299
E_tot (Eh): -344.32642
Total charge: 0
SMILES: CCC/N=C\N.O
Energy above the lowest of the compared OMol25 structures with the same formula, charge and spin (eV): 1.5945

XYZ file:
```
19
Properties=species:S:1:pos:R:3:forces:R:3
C -1.3581 -0.4547 -2.2624 0.69 0.27 1.03
C -1.5518 0.3508 -0.9623 -0.84 0.71 -1.27
C -0.5594 0.1352 0.1589 -0.88 -1.05 0.02
N 0.7189 0.6692 -0.2604 -0.27 -0.28 -0.49
C 1.7802 0.0236 -0.0407 0.23 0.49 1.25
N 1.9921 -0.9266 0.9578 -0.49 -0.62 -0.31
H -0.3900 -0.1703 -2.6606 0.07 0.28 -0.44
H -1.2463 -1.5301 -2.1189 -0.66 -0.13 0.05
H -2.1638 -0.1491 -2.9219 0.07 -0.47 -0.40
H -1.5162 1.3815 -1.3353 0.58 0.19 0.42
H -2.6082 0.3467 -0.6804 0.07 -0.76 0.59
H -0.5323 -0.9489 0.3871 0.25 -0.10 -0.47
H -1.0075 0.4458 1.1001 0.57 1.03 -0.02
H 2.7007 0.3551 -0.4897 0.33 0.18 -0.32
H 2.7497 -1.5789 0.8129 0.08 0.17 -0.14
H 1.1446 -1.4237 1.2085 0.10 0.10 0.23
O 0.3772 0.9452 2.8299 0.20 -0.06 0.26
H 0.1262 1.6393 3.4479 0.22 -0.03 -0.02
H 1.3442 0.8899 2.8295 -0.31 0.09 0.03
```
Positions in Å, forces in eV/Å.

---

Record 2
Formula: C4H12N2O
Source: the Open Molecules 2025 dataset
Level of theory: ωB97M-V with the def2-TZVPD basis set

Calculated values
HOMO energy (eV): -7.8626
E_tot (Eh): -344.16569
Total charge: 0
Energy above the lowest of the compared OMol25 structures with the same formula, charge and spin (eV): 5.9685

XYZ file:
```
19
Properties=species:S:1:pos:R:3:forces:R:3
C -0.8621 0.9414 1.6808 0.21 -0.07 0.27
C -0.3706 1.3180 0.3192 -0.09 -0.22 0.37
N -0.8179 2.5324 -0.1788 0.26 -0.38 -0.23
O 0.5454 0.8557 -1.6678 -0.57 1.01 0.63
N 0.3106 0.5258 -0.4386 1.02 -1.67 -1.00
H 1.5746 -0.2173 -2.0521 0.64 -1.58 0.77
H -0.9553 3.2722 0.4917 0.01 -0.16 0.06
H -0.3417 2.8130 -1.0263 -0.05 -0.09 0.00
H -0.6715 1.7394 2.4024 -0.06 0.07 -0.09
H -1.9384 0.7540 1.6614 0.04 0.08 -0.07
H -0.3776 0.0533 2.0755 -0.03 0.03 -0.09
C 0.8807 -1.3182 0.0399 -1.40 1.19 1.37
C -0.1661 -2.2099 -0.5666 0.12 0.29 -0.29
H -1.1528 -1.7496 -0.5211 0.02 -0.05 0.06
H 1.8867 -1.7253 0.0370 0.15 0.66 -0.73
H 0.7042 -1.1032 1.0854 -0.29 -0.07 0.07
H 1.8890 -0.9163 -1.7070 0.01 0.95 -1.11
H -0.1952 -3.1594 -0.0196 0.05 0.08 -0.05
H 0.0580 -2.4061 -1.6154 -0.03 -0.07 0.07
```
Positions in Å, forces in eV/Å.

---

Record 3
Formula: C4H12N2O2
Source: the Open Molecules 2025 dataset
Level of theory: ωB97M-V with the def2-TZVPD basis set

Calculated values
HOMO energy (spin up / spin down) (eV): 0.7705 / -6.2089
Spin multiplicity: 2
E_tot (Eh): -419.55648
Total charge: -1
Energy above the lowest of the compared OMol25 structures with the same formula, charge and spin (eV): 1.4002

XYZ file:
```
20
Properties=species:S:1:pos:R:3:forces:R:3
C -1.9365 -1.4276 -0.9815 0.67 0.77 -1.15
N -0.9329 -0.3311 -0.8012 -1.70 -0.38 0.62
C -1.4700 0.8713 -1.4613 1.46 0.06 -0.24
C -0.8104 -0.1626 0.6512 -1.11 0.16 -0.37
C 0.2802 0.7201 1.1746 1.60 0.85 -0.64
N 1.3804 0.9364 0.3631 -1.77 -0.32 0.59
O 0.1856 1.2479 2.2683 -0.30 -0.16 0.39
H -2.6630 -1.4861 -0.1647 0.01 -0.03 -0.04
H -2.4516 -1.2041 -1.9198 -0.29 -0.12 0.17
H -1.4499 -2.3743 -1.1805 0.23 -0.32 0.51
H -1.5050 0.6067 -2.5221 -0.05 0.41 0.02
H -0.7330 1.6654 -1.3071 -0.02 0.01 -0.24
H -2.4329 1.3111 -1.1694 -0.27 -0.61 0.46
H -0.7158 -1.1650 1.0867 0.26 0.26 0.08
H -1.7609 0.2782 1.0297 0.34 -0.27 0.16
H 2.2017 1.1048 0.9195 0.30 0.11 -0.20
H 1.4788 0.2385 -0.3672 0.30 -0.04 0.09
H 3.0305 -2.0976 -0.6104 -0.14 0.14 0.07
H 3.3365 -0.6900 -1.0924 0.05 -0.07 0.04
O 2.7194 -1.1703 -0.4958 0.41 -0.45 -0.34
```
Positions in Å, forces in eV/Å.

---

Record 4
Formula: C4H12N2O2
Source: the Open Molecules 2025 dataset
Level of theory: ωB97M-V with the def2-TZVPD basis set

Calculated values
HOMO energy (eV): -9.1045
E_tot (Eh): -419.59382
Total charge: 0
SMILES: NCCCC(N)=O.O
Energy above the lowest of the compared OMol25 structures with the same formula, charge and spin (eV): 1.4875

XYZ file:
```
20
Properties=species:S:1:pos:R:3:forces:R:3
N 2.2962 -1.5745 0.3553 0.15 1.84 0.04
C 2.2603 -0.7286 -0.8762 -0.54 -0.79 0.11
C 1.0093 0.2322 -0.9214 2.23 -1.61 0.65
C -0.2471 -0.6286 -0.7679 -0.90 2.56 -2.09
C -1.2632 0.2870 -0.0362 -0.85 -2.12 0.17
N -2.3886 -0.3633 0.4066 -0.08 -0.28 0.14
O -1.1369 1.4785 0.0840 0.21 0.45 0.11
H 2.9572 -2.3123 0.2472 0.15 -0.54 0.05
H 1.4034 -1.9051 0.6713 -0.05 -0.21 -0.10
H 2.3109 -1.4711 -1.6807 -0.48 0.56 -0.69
H 3.1898 -0.1755 -0.9531 0.09 0.30 0.24
H 0.9846 0.8448 -1.8266 0.10 -0.31 0.07
H 1.1465 0.9335 -0.0948 -0.23 -0.18 0.01
H -0.0925 -1.6691 -0.4748 -0.34 0.42 0.34
H -0.6425 -0.6161 -1.8350 0.06 -0.61 1.21
H -3.0251 0.0468 1.0589 -0.07 0.68 0.04
H -2.5361 -1.3511 0.3359 0.51 -0.24 -0.26
O -2.3027 3.1134 2.3735 -0.50 0.17 0.59
H -1.4216 3.4449 2.1886 0.02 -0.29 -0.33
H -2.5019 2.4143 1.7452 0.55 0.19 -0.29
```
Positions in Å, forces in eV/Å.

---

Record 5
Formula: C4H12N2O2
Source: the Open Molecules 2025 dataset
Level of theory: ωB97M-V with the def2-TZVPD basis set

Calculated values
HOMO energy (eV): -9.6047
E_tot (Eh): -419.60712
Total charge: 0
SMILES: C[C@H](N)CC(N)=O.O
Energy above the lowest of the compared OMol25 structures with the same formula, charge and spin (eV): 1.1255

XYZ file:
```
20
Properties=species:S:1:pos:R:3:forces:R:3
C 1.5725 -0.6603 -0.3639 0.58 -1.22 0.25
C 1.1875 0.7972 -0.3547 -0.45 1.13 1.38
N 2.0797 1.6851 0.4428 0.52 -0.49 -0.40
C -0.2297 1.0400 0.2804 1.34 -0.60 -1.72
C -1.2706 0.5168 -0.7045 -1.15 -1.17 0.37
N -2.5858 0.6882 -0.3928 -1.39 0.98 0.77
O -1.0352 -0.2393 -1.6348 0.84 0.45 0.08
H 0.9774 -1.2285 0.3747 0.44 0.19 -0.07
H 2.6531 -0.7843 -0.1428 -0.55 0.09 0.11
H 1.4199 -1.1924 -1.3064 -0.22 0.43 -0.05
H 1.2461 1.2089 -1.3507 -0.32 0.07 -0.38
H 3.0113 1.5848 0.0448 0.00 0.24 0.05
H 2.1963 1.3559 1.3978 -0.28 -0.14 0.01
H -0.2429 0.4541 1.2021 -0.40 0.03 0.00
H -0.2695 2.0936 0.5240 -0.50 0.21 -0.05
H -3.3331 0.2854 -0.9339 0.62 -0.39 -0.60
H -3.0011 1.3760 0.2176 0.90 0.14 0.33
O -1.6393 -2.9547 1.2180 -0.71 0.52 0.77
H -1.7441 -2.4057 0.4425 0.18 0.00 -0.40
H -0.9924 -3.6209 1.0400 0.56 -0.44 -0.43
```
Positions in Å, forces in eV/Å.

---

Record 6
Formula: C4H12N2O2
Source: the Open Molecules 2025 dataset
Level of theory: ωB97M-V with the def2-TZVPD basis set

Calculated values
HOMO energy (eV): -8.0100
E_tot (Eh): -419.44630
Total charge: 0
SMILES: C[C@H](O)C=O.CNN
Energy above the lowest of the compared OMol25 structures with the same formula, charge and spin (eV): 5.5017

XYZ file:
```
20
Properties=species:S:1:pos:R:3:forces:R:3
C -0.4844 -2.1067 1.0219 -0.06 0.07 0.03
C 0.2147 -1.5955 -0.2273 -1.49 -0.19 -0.85
O 1.6354 -1.4811 -0.0339 -0.21 0.77 -0.04
C -0.7273 -0.2357 -1.0740 0.38 -2.76 0.59
O -1.9370 -0.2291 -0.9498 1.15 0.30 0.53
H -0.2924 -3.1766 1.1765 0.12 0.14 -0.03
H -0.1327 -1.5816 1.9163 -0.12 0.06 -0.08
H -1.5705 -2.0082 0.9377 0.13 0.19 -0.04
H 0.0832 -2.3419 -1.0205 -0.25 0.15 -0.09
H 1.9766 -2.3164 0.3222 -0.27 0.31 -0.11
H -0.2206 -0.1330 -2.0422 0.21 0.76 0.15
C -0.5358 2.0227 0.7543 0.55 -0.40 0.29
N 0.3421 1.2956 -0.1577 -1.40 -1.72 0.53
N 0.8745 2.0059 -1.2718 1.11 -0.71 -0.16
H -0.9532 2.9370 0.3232 0.26 -0.20 -0.21
H 0.0129 2.2711 1.6648 -0.13 0.26 0.12
H -1.3836 1.3922 1.0242 -0.05 -0.13 -0.07
H 0.6646 0.2961 0.1846 0.37 3.39 -1.14
H 0.5421 2.9682 -1.3297 -0.12 -0.48 0.50
H 1.8913 2.0170 -1.2188 -0.19 0.21 0.11
```
Positions in Å, forces in eV/Å.

---

Record 7
Formula: C4H12N2O2
Source: the Open Molecules 2025 dataset
Level of theory: ωB97M-V with the def2-TZVPD basis set

Calculated values
HOMO energy (eV): -9.8302
E_tot (Eh): -419.51085
Total charge: 0
SMILES: NC[C@@H](N)CC=O.O
Energy above the lowest of the compared OMol25 structures with the same formula, charge and spin (eV): 3.7452

XYZ file:
```
20
Properties=species:S:1:pos:R:3:forces:R:3
N -0.9859 -2.4304 -1.5047 1.85 2.13 -4.71
C -0.5764 -0.9274 -1.4994 -1.94 -1.99 -0.48
C -0.5387 -0.4483 -0.0267 -1.99 -0.18 0.40
N 0.6564 -0.9515 0.7259 -1.42 2.25 -1.32
C -0.6711 1.0815 -0.0104 1.48 0.41 -1.57
C -0.6248 1.7678 1.3203 0.51 2.66 -0.42
O -0.2605 2.9776 1.4040 -1.50 -4.54 0.62
H -0.8680 -2.8850 -0.6822 0.26 -1.02 3.63
H -0.2402 -2.9065 -2.0777 -1.31 0.53 0.41
H -1.3626 -0.4140 -2.0972 -0.09 -0.15 1.00
H 0.2240 -0.7843 -2.2620 0.57 0.01 1.51
H -1.5383 -0.8648 0.5212 2.19 0.57 -1.41
H 0.2633 -1.5095 1.4291 0.35 -1.33 1.01
H 1.2538 -1.4140 0.0727 0.36 -0.69 0.11
H -1.4946 1.4859 -0.6784 0.74 -0.57 0.96
H 0.2854 1.3803 -0.5039 -0.64 0.38 0.13
H -0.9599 1.0304 2.1260 0.49 1.50 0.13
O 2.6749 2.1470 1.2678 4.67 2.53 -0.77
H 2.8621 1.3923 0.7833 -0.52 -2.27 -0.87
H 1.9013 2.2730 1.6923 -4.06 -0.23 1.63
```
Positions in Å, forces in eV/Å.

---

Record 8
Formula: C4H12N2O2
Source: the Open Molecules 2025 dataset
Level of theory: ωB97M-V with the def2-TZVPD basis set

Calculated values
HOMO energy (eV): -9.2293
E_tot (Eh): -419.54461
Total charge: 0
SMILES: NC[C@@H](N)CC=O.O
Energy above the lowest of the compared OMol25 structures with the same formula, charge and spin (eV): 2.8266

XYZ file:
```
20
Properties=species:S:1:pos:R:3:forces:R:3
N 1.8667 -0.8276 -2.2469 -0.57 1.45 0.11
C 1.4765 0.3241 -1.2894 1.28 -1.06 -1.95
C 0.0751 -0.0511 -0.7849 0.12 1.08 2.26
N -0.0135 -1.2940 -0.0149 -0.79 -0.29 -1.88
C -0.5170 1.0059 0.1789 -0.71 0.07 0.27
C -2.1078 0.8752 0.4144 1.98 -3.20 -2.09
O -2.5288 0.9342 1.5062 -1.22 1.11 2.84
H 1.2352 -0.7960 -3.0928 1.30 0.12 1.08
H 2.8376 -0.5907 -2.4872 -0.68 -0.52 -0.55
H 1.5841 1.2961 -1.8591 -0.78 -0.71 0.73
H 2.3440 0.3289 -0.5929 -1.10 -0.02 0.32
H -0.5720 -0.0396 -1.6596 -0.13 -0.61 -0.18
H 0.2758 -2.0801 -0.5734 0.18 -0.18 -0.06
H 0.4656 -1.3310 0.8576 0.39 0.50 0.57
H -0.4230 1.9885 -0.2838 0.47 0.31 0.27
H 0.0457 0.9111 1.1961 -1.33 0.53 -1.67
H -2.8523 0.3348 -0.3266 1.57 1.42 0.04
O -0.8824 -0.6287 3.4402 -0.64 1.36 1.55
H -1.4244 0.1596 3.1886 0.46 -0.90 -0.25
H -0.8853 -0.5197 4.4296 0.21 -0.45 -1.39
```
Positions in Å, forces in eV/Å.

---

Record 9
Formula: C4H12N2O2
Source: the Open Molecules 2025 dataset
Level of theory: ωB97M-V with the def2-TZVPD basis set

Calculated values
HOMO energy (spin up / spin down) (eV): -14.8395 / -14.4432
Spin multiplicity: 2
E_tot (Eh): -419.26550
Total charge: +1
Energy above the lowest of the compared OMol25 structures with the same formula, charge and spin (eV): 1.8158

XYZ file:
```
20
Properties=species:S:1:pos:R:3:forces:R:3
C 1.8312 -1.2716 0.8248 -0.18 -0.14 -1.01
C 1.6306 -0.5950 -0.5100 0.81 0.06 0.98
N 1.2677 0.7848 -0.4898 -2.16 1.65 -1.15
C 0.5736 1.5753 0.4665 0.87 -1.54 0.66
C -0.9695 1.8368 0.1313 -1.36 0.60 -0.81
N -1.8605 1.0673 0.9183 1.15 -0.67 0.30
O 1.8865 -1.0652 -1.5780 -0.34 -0.06 -0.30
H 2.7247 -1.8681 0.6862 0.14 -0.17 0.16
H 1.9742 -0.5788 1.6391 -0.14 0.06 0.27
H 0.9999 -1.9644 0.9662 0.00 0.08 0.32
H 1.0004 1.1413 -1.4208 1.09 -0.46 -0.02
H 0.5058 0.9856 1.3552 0.47 -0.07 0.99
H 1.1231 2.5016 0.6796 -0.41 0.15 -0.29
H -1.2000 2.8897 0.2542 0.31 0.20 0.21
H -1.1944 1.6109 -0.9123 0.36 -0.05 -0.05
H -1.7470 0.0753 0.7553 -0.41 -0.31 -0.20
H -1.8458 1.1904 1.9261 -0.16 0.53 -0.06
H -4.0193 -2.4121 -0.0906 0.04 -0.15 0.01
H -3.3454 -1.0567 -0.1600 -0.17 -0.32 -0.12
O -3.1474 -2.0037 -0.1266 0.08 0.60 0.10
```
Positions in Å, forces in eV/Å.

---

Record 10
Formula: C4H12N2O2S
Source: the Open Molecules 2025 dataset
Level of theory: ωB97M-V with the def2-TZVPD basis set

Calculated values
HOMO energy (eV): -10.1256
E_tot (Eh): -817.62806
Total charge: 0
SMILES: N=S(=O)=O.C=C.C=C.N
Energy above the lowest of the compared OMol25 structures with the same formula, charge and spin (eV): 4.9824

XYZ file:
```
21
Properties=species:S:1:pos:R:3:forces:R:3
N -1.1822 0.0886 0.4791 -3.82 -1.03 -0.71
S -1.6460 -0.6370 -0.7752 3.92 0.56 0.43
O -3.0203 -0.9308 -0.8473 -0.76 -0.23 -0.63
O -0.6568 -0.8487 -1.8377 -2.35 -0.36 1.43
H -0.2232 0.0953 0.5664 2.58 0.08 0.00
C 0.8619 1.8672 -1.0850 -2.07 -1.12 0.47
C -0.1970 2.0833 -1.8777 1.63 -0.70 1.97
H 0.7775 1.2291 -0.2084 -0.28 0.27 -0.34
H 1.8652 2.1525 -1.1503 1.18 1.12 -0.91
H -1.1522 1.6271 -1.6838 -0.07 0.28 0.05
H -0.0953 2.6985 -2.7013 -0.01 1.11 -1.70
C 2.2466 0.6562 2.0089 -1.02 -0.93 2.25
C 1.6994 -0.3507 2.7150 0.43 0.15 -2.76
H 2.4803 1.5217 2.5906 0.62 0.55 0.04
H 2.3843 0.7124 0.9670 -0.01 -0.22 -1.01
H 1.2795 -1.2340 2.2241 0.35 0.12 0.13
H 1.6927 -0.3551 3.7601 -0.26 0.25 1.42
N -1.2165 -2.9946 1.0142 0.32 0.26 -0.12
H -2.1384 -3.3418 1.1850 -0.65 -0.15 0.01
H -1.0844 -2.2039 1.6581 0.32 -0.85 -0.20
H -0.5911 -3.7956 1.1531 -0.06 0.85 0.20
```
Positions in Å, forces in eV/Å.

---

The lowest E_tot belongs to which entry? C4H12N2O2S

---

Please write out number 1 again, unchanged.
Formula: C4H12N2O
Source: the Open Molecules 2025 dataset
Level of theory: ωB97M-V with the def2-TZVPD basis set

Calculated values
HOMO energy (eV): -9.1299
E_tot (Eh): -344.32642
Total charge: 0
SMILES: CCC/N=C\N.O
Energy above the lowest of the compared OMol25 structures with the same formula, charge and spin (eV): 1.5945

XYZ file:
```
19
Properties=species:S:1:pos:R:3:forces:R:3
C -1.3581 -0.4547 -2.2624 0.69 0.27 1.03
C -1.5518 0.3508 -0.9623 -0.84 0.71 -1.27
C -0.5594 0.1352 0.1589 -0.88 -1.05 0.02
N 0.7189 0.6692 -0.2604 -0.27 -0.28 -0.49
C 1.7802 0.0236 -0.0407 0.23 0.49 1.25
N 1.9921 -0.9266 0.9578 -0.49 -0.62 -0.31
H -0.3900 -0.1703 -2.6606 0.07 0.28 -0.44
H -1.2463 -1.5301 -2.1189 -0.66 -0.13 0.05
H -2.1638 -0.1491 -2.9219 0.07 -0.47 -0.40
H -1.5162 1.3815 -1.3353 0.58 0.19 0.42
H -2.6082 0.3467 -0.6804 0.07 -0.76 0.59
H -0.5323 -0.9489 0.3871 0.25 -0.10 -0.47
H -1.0075 0.4458 1.1001 0.57 1.03 -0.02
H 2.7007 0.3551 -0.4897 0.33 0.18 -0.32
H 2.7497 -1.5789 0.8129 0.08 0.17 -0.14
H 1.1446 -1.4237 1.2085 0.10 0.10 0.23
O 0.3772 0.9452 2.8299 0.20 -0.06 0.26
H 0.1262 1.6393 3.4479 0.22 -0.03 -0.02
H 1.3442 0.8899 2.8295 -0.31 0.09 0.03
```
Positions in Å, forces in eV/Å.